Computed, not measured: a molecular structure, C20H8F5NOS2Se4V in a non-equilibrium geometry, with wB97M-V/def2-TZVPD.

Cartesian coordinates (Å):
N1 0.797 -0.160 -0.998
C1 0.375 -0.591 -4.646
C2 -1.142 0.566 -3.133
C3 -0.779 1.330 2.881
C4 2.007 -0.346 1.144
Se1 -3.558 0.175 0.653
C5 3.231 -0.550 1.762
F1 -0.976 2.758 6.262
C6 4.334 -0.766 -0.371
O1 -2.025 2.305 -1.810
F2 -1.354 -1.720 4.834
C7 0.088 -0.093 -3.368
F3 -0.957 -0.963 2.303
C8 -0.784 2.226 3.962
H1 -2.992 1.163 -3.983
Se2 -4.229 -2.027 1.069
V1 -1.170 -0.022 -0.238
H2 -2.511 0.193 -6.220
H3 5.225 -0.932 -0.962
C9 -1.775 0.131 -5.426
C10 -0.549 -0.488 -5.665
C11 1.055 -0.241 -2.315
Se3 -3.550 -3.031 -0.945
C12 -0.978 1.839 5.273
C13 -1.522 1.196 -1.812
Se4 -1.293 -2.406 -1.011
C14 -1.176 -0.421 4.552
F4 -0.596 3.537 3.741
C15 -1.181 0.505 5.584
C16 -2.054 0.661 -4.183
H4 3.285 -0.549 2.843
H5 -0.327 -0.905 -6.640
H6 5.332 -0.913 1.519
C17 -0.978 -0.004 3.251
H7 1.316 -1.100 -4.825
S1 2.763 -0.531 -2.696
C18 4.386 -0.755 1.015
F5 -1.370 0.115 6.861
S2 -0.537 1.881 1.256
C19 3.113 -0.555 -0.990
H8 1.113 -0.176 1.718
C20 1.944 -0.338 -0.245

Results
<S²> ... 0.78
Kohn-Sham gap (alpha / beta) ... 0.162 / 0.166 hartree
ΔE to the lowest compared entry with this formula, charge and spin ... 64.7 kJ/mol
Charge ... -2
E_LUMO (alpha / beta) ... 0.150 / 0.150 Ha
2S+1 ... 2

Atom charges from the Mulliken analysis, given in e for atoms 1 to 4: 0.313 -0.953 0.859 0.693